(one)
Computed, not measured: C10H19N3O4 in the gas phase, with the ωB97M-V functional and the def2-TZVPD basis.

XYZ file:
```
36
C10H19N3O4 | the Open Molecules 2025 dataset | the ωB97M-V functional and the def2-TZVPD basis
C 2.53 -0.26 2.65
C 1.54 -0.11 1.45
C 2.14 0.80 0.38
C 0.10 0.33 1.89
N -0.93 0.17 0.84
C -1.27 -1.01 0.37
O -0.93 -2.07 0.92
C -2.37 -0.99 -0.74
N -3.54 -0.35 -0.15
C -1.89 -0.40 -2.11
C -0.78 -1.30 -2.75
C 0.67 -0.74 -2.52
N 1.01 0.29 -3.26
O 1.43 -1.16 -1.65
C 0.10 1.78 2.37
O 0.69 2.17 3.33
O -0.42 2.62 1.47
H 2.22 -1.10 3.33
H 3.56 -0.47 2.35
H 2.52 0.68 3.25
H 1.42 -1.18 1.07
H 2.96 0.26 -0.14
H 2.46 1.73 0.84
H 1.31 1.06 -0.31
H -0.14 -0.37 2.72
H -1.23 0.97 0.43
H -2.60 -2.06 -0.83
H -3.22 0.57 0.22
H -3.77 -0.94 0.73
H -2.68 -0.25 -2.81
H -1.34 0.52 -1.88
H -0.96 -1.49 -3.78
H -0.82 -2.33 -2.36
H 1.94 0.64 -3.09
H 0.50 0.50 -4.08
H -0.19 3.50 1.84
```

Computed properties:
**Orbital gap**: 9.47 eV
**SMILES**: CC(C)[C@H](NC(=O)[C@@H](N)CCC(N)=O)C(=O)O
**LUMO level**: 0.4379 eV
**HOMO**: -9.03 eV



(two)
Computed, not measured: C10H19N3O4 in the gas phase, with the ωB97M-V functional and the def2-TZVPD basis.

XYZ file:
```
36
C10H19N3O4 | the Open Molecules 2025 dataset | the ωB97M-V functional and the def2-TZVPD basis
C 4.67 -0.48 -0.74
C 3.59 -1.01 0.31
C 2.11 -0.44 0.09
C 2.22 0.76 1.06
C 0.96 -1.38 0.19
N -0.34 -0.65 0.61
C -0.89 0.04 -0.45
O -0.28 0.46 -1.42
C -2.44 0.11 -0.26
N -2.77 0.14 1.18
C -2.92 1.34 -1.06
C -4.41 1.75 -0.81
N -4.93 2.44 -1.88
O -5.13 1.38 0.15
C 1.22 -2.56 1.13
O 1.74 -3.60 0.84
O 0.93 -2.17 2.43
H 4.57 -0.82 -1.74
H 4.86 0.55 -0.77
H 5.62 -1.09 -0.50
H 3.43 -2.11 0.28
H 3.83 -0.83 1.32
H 2.08 0.05 -0.91
H 1.48 1.54 0.98
H 2.24 0.41 2.14
H 3.30 1.18 0.96
H 0.78 -1.79 -0.84
H -1.12 -1.14 1.06
H -2.86 -0.69 -0.76
H -3.75 0.03 1.35
H -2.65 1.14 1.45
H -2.28 2.26 -0.95
H -2.89 1.15 -2.18
H -5.86 2.84 -1.81
H -4.48 2.47 -2.82
H 0.39 -1.28 2.38
```

Computed properties:
**Orbital gap**: 10.18 eV
**SMILES**: CC[C@H](C)[C@H](NC(=O)[C@@H](N)CC(N)=O)C(=O)O
**LUMO level**: 0.4175 eV
**HOMO**: -9.76 eV



(three)
Computed, not measured: C10H19N3O4 in the gas phase, with the ωB97M-V functional and the def2-TZVPD basis.

XYZ file:
```
36
C10H19N3O4 | the Open Molecules 2025 dataset | the ωB97M-V functional and the def2-TZVPD basis
C 0.35 3.48 -3.01
C -0.33 2.81 -1.73
C 0.01 1.31 -1.75
C -0.93 0.58 -2.72
C -0.05 0.97 -0.25
N 1.13 1.29 0.40
C -0.32 -0.48 0.10
O -1.52 -0.86 0.13
N 0.80 -1.15 0.46
C 0.82 -2.39 1.19
C -0.20 -2.34 2.30
C 0.11 -1.24 3.31
N -0.95 -0.78 4.05
O 1.12 -0.61 3.20
C 0.58 -3.58 0.38
O 0.81 -4.67 0.88
O -0.09 -3.54 -0.82
H -0.26 3.34 -3.86
H 1.28 2.95 -3.20
H 0.84 4.39 -2.71
H 0.20 3.23 -0.92
H -1.47 2.98 -1.67
H 0.95 0.97 -2.08
H -0.64 -0.42 -2.75
H -0.80 1.00 -3.78
H -1.97 0.56 -2.32
H -1.01 1.44 0.28
H 1.36 2.34 0.30
H 1.09 0.94 1.40
H 1.48 -0.62 0.88
H 1.82 -2.45 1.64
H -1.21 -2.31 1.78
H 0.07 -3.25 2.77
H -0.70 -0.08 4.77
H -1.86 -1.21 4.18
H -0.50 -2.61 -0.83
```

Computed properties:
**Orbital gap**: 10.16 eV
**SMILES**: CC[C@H](C)[C@H](N)C(=O)N[C@@H](CC(N)=O)C(=O)O
**LUMO level**: 0.5536 eV
**HOMO**: -9.60 eV



Tell me which of them is the least stable. Sure, it is (three).



(one)
Computed, not measured: C4H8NO3 in the gas phase, with the ωB97M-V functional and the def2-TZVPD basis.

XYZ file:
```
16
C4H8NO3 | the Open Molecules 2025 dataset | the ωB97M-V functional and the def2-TZVPD basis
O 0.39 -0.66 -1.27
C 0.05 -0.43 -0.12
N -1.23 -0.32 0.26
C -2.68 0.17 -0.47
O -3.35 0.73 0.47
C 1.15 -0.28 0.98
C 2.28 0.61 0.57
O 3.08 0.08 -0.48
H -1.37 -0.25 1.26
H -3.02 -0.85 -0.67
H -2.31 0.78 -1.29
H 0.71 0.10 1.95
H 1.48 -1.30 1.34
H 1.86 1.58 0.26
H 3.00 0.85 1.36
H 2.45 -0.23 -1.14
```

Computed properties:
**2S+1**: 2
**Orbital gap (spin up / spin down)**: 10.44 / 6.69 eV
**LUMO level (spin up / spin down)**: 0.6460 / -3.0909 eV
**HOMO (spin up / spin down)**: -9.80 / -9.78 eV
**<S²>**: 0.754



(two)
Computed, not measured: 2 unconnected molecules or ions with the total composition C4H8NO3, with the ωB97M-V functional and the def2-TZVPD basis.

XYZ file:
```
16
C4H8NO3 | the Open Molecules 2025 dataset | the ωB97M-V functional and the def2-TZVPD basis
N 1.45 -1.80 -2.35
O 0.99 -2.93 -2.64
O 0.72 -0.99 -1.66
O 2.60 -1.42 -2.68
C 0.10 1.59 1.76
C -0.01 1.12 0.31
C -0.45 -0.32 0.22
C -1.74 -0.67 0.24
H 0.42 2.63 1.82
H -0.86 1.52 2.27
H 0.82 0.99 2.32
H -0.73 1.76 -0.22
H 0.96 1.19 -0.19
H 0.32 -1.07 0.32
H -2.08 -1.70 0.14
H -2.52 0.10 0.33
```

Computed properties:
**2S+1**: 2
**Orbital gap (spin up / spin down)**: 9.86 / 5.20 eV
**LUMO level (spin up / spin down)**: -0.1597 / -4.3501 eV
**HOMO (spin up / spin down)**: -10.02 / -9.55 eV
**<S²>**: 0.759



Tell me which of them is the least stable. Sure, it is (two).



(one)
Computed, not measured: 2 unconnected molecules or ions with the total composition CH8N2O, with the ωB97M-V functional and the def2-TZVPD basis.

XYZ file:
```
12
CH8N2O | the Open Molecules 2025 dataset | the ωB97M-V functional and the def2-TZVPD basis
N -1.01 -0.21 -1.47
C -0.19 0.70 -0.73
N -0.59 0.98 0.66
H -0.74 -1.17 -1.36
H -1.72 0.13 -2.08
H 0.83 0.29 -0.70
H -0.09 1.61 -1.34
H -1.43 1.56 0.70
H -1.01 0.10 1.00
O 2.32 -1.44 1.81
H 2.07 -0.65 1.34
H 1.57 -1.89 2.17
```

Computed properties:
**Orbital gap**: 9.96 eV
**SMILES**: NCN.O
**LUMO level**: 0.8697 eV
**HOMO**: -9.09 eV



(two)
Computed, not measured: 2 unconnected molecules or ions with the total composition CH8N2O, with the ωB97M-V functional and the def2-TZVPD basis.

XYZ file:
```
12
CH8N2O | the Open Molecules 2025 dataset | the ωB97M-V functional and the def2-TZVPD basis
N 2.18 0.49 0.40
C 0.84 0.49 -0.15
N -0.21 -0.08 0.71
H 2.74 -0.27 0.05
H 2.17 0.53 1.41
H 0.86 -0.14 -1.04
H 0.53 1.49 -0.44
H -0.28 0.47 1.54
H 0.06 -1.03 0.93
O -2.56 -0.79 -0.97
H -2.72 0.12 -1.23
H -1.89 -0.69 -0.27
```

Computed properties:
**Orbital gap**: 10.33 eV
**SMILES**: NCN.O
**LUMO level**: 0.9130 eV
**HOMO**: -9.42 eV



(three)
Computed, not measured: a molecular structure, CH8N2O, with the ωB97M-V functional and the def2-TZVPD basis.

XYZ file:
```
12
CH8N2O | the Open Molecules 2025 dataset | the ωB97M-V functional and the def2-TZVPD basis
N -0.15 0.97 -0.79
C 1.57 0.66 -0.08
O 1.77 1.65 0.66
H -0.36 0.99 -1.78
H -0.33 1.91 -0.42
H 1.38 -0.33 0.36
H 2.12 0.66 -1.04
N -1.34 -1.52 0.68
H -1.05 -1.17 1.58
H -0.76 0.38 -0.20
H -0.66 -2.11 0.24
H -2.17 -2.09 0.79
```

Computed properties:
**Orbital gap**: 8.96 eV
**LUMO level**: 0.7288 eV
**HOMO**: -8.23 eV



Tell me which of them is the least stable. Sure, it is (three).



(one)
Computed, not measured: a molecular structure, C12H42N2O10, with the ωB97M-V functional and the def2-TZVPD basis.

XYZ file:
```
66
C12H42N2O10 | the Open Molecules 2025 dataset | the ωB97M-V functional and the def2-TZVPD basis
C 0.84 -19.04 7.84
O 0.70 -18.03 8.83
C 1.76 -17.97 9.80
C 3.09 -17.43 9.33
N 2.89 -15.97 9.33
C 4.10 -15.22 8.93
C 4.36 -15.30 7.43
O 4.90 -16.53 6.90
C 6.26 -16.76 7.30
H 0.86 -20.04 8.29
H 1.63 -18.82 7.13
H -0.12 -19.00 7.32
H 1.94 -18.96 10.22
H 1.53 -17.47 10.74
H 3.49 -17.90 8.43
H 3.84 -17.65 10.08
H 2.49 -15.56 10.16
H 5.04 -15.51 9.39
H 3.97 -14.16 9.13
H 5.05 -14.48 7.25
H 3.54 -14.93 6.82
H 6.44 -16.82 8.38
H 6.97 -15.98 7.02
H 6.64 -17.60 6.73
C -0.61 -18.77 14.12
O -0.88 -19.93 13.36
C 0.17 -20.57 12.70
C -0.23 -21.79 11.79
N -0.65 -21.28 10.42
C -1.27 -22.28 9.52
C -2.60 -22.86 10.04
O -3.48 -21.80 10.28
C -4.83 -22.10 10.56
H -0.25 -17.96 13.49
H 0.26 -19.02 14.74
H -1.51 -18.51 14.67
H 0.81 -20.99 13.47
H 0.74 -19.87 12.08
H -1.03 -22.33 12.30
H 0.56 -22.50 11.58
H -1.42 -20.63 10.53
H -0.63 -23.15 9.39
H -1.44 -21.90 8.52
H -2.65 -23.56 10.88
H -2.97 -23.48 9.22
H -4.79 -22.89 11.31
H -5.32 -22.41 9.64
H -5.37 -21.29 11.04
O 1.77 -20.04 10.67
H 1.48 -20.73 10.07
H 2.71 -19.98 10.53
O 2.28 -20.07 12.89
H 1.71 -20.20 12.13
H 2.86 -19.36 12.63
O 3.52 -18.62 12.10
H 2.76 -18.15 11.77
H 4.22 -18.42 11.48
O -0.29 -18.92 10.49
H 0.23 -19.50 11.04
H 0.28 -18.72 9.74
O 0.80 -21.13 9.15
H 0.50 -21.79 8.52
H 0.09 -21.05 9.78
O 4.06 -19.78 9.49
H 4.82 -19.19 9.50
H 4.41 -20.62 9.21
```

Computed properties:
**Orbital gap**: 7.78 eV
**LUMO level**: 0.0349 eV
**HOMO**: -7.74 eV



(two)
Computed, not measured: 8 unconnected molecules or ions with the total composition C12H42N2O10, with the ωB97M-V functional and the def2-TZVPD basis.

XYZ file:
```
66
C12H42N2O10 | the Open Molecules 2025 dataset | the ωB97M-V functional and the def2-TZVPD basis
C -1.67 0.33 6.90
O -1.69 0.08 5.52
C -1.80 -1.34 5.26
C -1.74 -1.53 3.75
N -0.60 -0.81 3.21
C -0.44 -0.83 1.80
C 0.74 -0.02 1.29
O 0.71 1.28 1.79
C 1.62 2.12 1.09
H -1.16 -0.48 7.45
H -2.68 0.47 7.32
H -1.16 1.27 7.10
H -2.74 -1.65 5.74
H -0.98 -1.77 5.83
H -2.62 -1.12 3.23
H -1.66 -2.58 3.48
H -0.41 0.08 3.65
H -1.31 -0.48 1.22
H -0.30 -1.87 1.46
H 0.65 0.02 0.19
H 1.67 -0.60 1.37
H 1.28 2.25 0.06
H 2.62 1.66 1.08
H 1.90 2.91 1.78
C -2.36 3.19 -4.09
O -2.37 2.14 -3.18
C -1.34 1.20 -3.42
C -0.90 0.33 -2.25
N -1.63 -0.92 -2.06
C -3.03 -0.71 -1.70
C -3.61 -2.08 -1.27
O -2.85 -2.70 -0.28
C -2.23 -3.92 -0.72
H -3.04 3.98 -3.77
H -2.45 2.91 -5.14
H -1.41 3.76 -4.06
H -0.49 1.73 -3.86
H -1.66 0.52 -4.23
H -0.97 0.88 -1.30
H 0.14 0.13 -2.50
H -1.13 -1.60 -1.52
H -3.49 -0.41 -2.64
H -3.13 0.01 -0.88
H -3.78 -2.67 -2.18
H -4.64 -1.90 -0.93
H -1.57 -3.78 -1.59
H -3.06 -4.61 -0.89
H -1.55 -4.21 0.08
O 1.64 3.02 -2.46
H 2.34 3.40 -3.00
H 1.47 3.68 -1.77
O 1.68 -1.67 -2.59
H 2.20 -2.47 -2.72
H 0.79 -1.90 -2.90
O 5.58 -1.80 -1.75
H 5.96 -1.15 -2.35
H 4.67 -1.49 -1.62
O 4.73 3.46 -0.27
H 4.49 3.25 -1.18
H 5.64 3.16 -0.19
O 4.62 -0.30 0.94
H 5.47 -0.40 0.49
H 4.18 0.42 0.47
O 3.28 0.67 -1.87
H 2.82 1.48 -2.13
H 2.74 -0.05 -2.25
```

Computed properties:
**Orbital gap**: 7.81 eV
**SMILES**: COCCNCCOC.COCCNCCOC.O.O.O.O.O.O
**LUMO level**: -0.0222 eV
**HOMO**: -7.83 eV



Tell me which of them is the least stable. Sure, it is (one).